Here is 16 unconnected molecules or ions with the total composition C24H80O21 in a non-equilibrium geometry from the OMol25 dataset. Energies are from wB97M-V/def2-TZVPD.

Structure (XYZ):
```
125
Properties=species:S:1:pos:R:3:lowdin_charge:R:1
C -3.65453 1.31579 -0.85233 -0.1133
O -4.66373 2.22120 -1.26869 -0.1978
C -5.11320 1.92257 -2.57760 -0.2134
C -5.74384 3.14643 -3.19139 -0.2111
O -6.74249 3.73571 -2.39582 -0.1702
C -7.99575 3.10356 -2.46648 -0.1145
H -4.14370 0.38775 -0.53141 0.0896
H -3.13913 1.63023 0.05823 0.0671
H -2.89243 1.17942 -1.62170 0.0909
H -5.79488 1.06309 -2.57488 0.1284
H -4.25653 1.64134 -3.20352 0.1243
H -6.16236 2.80057 -4.14802 0.1241
H -4.99854 3.91244 -3.40278 0.1293
H -7.99005 2.16662 -1.90426 0.0862
H -8.29468 2.78955 -3.47764 0.0865
H -8.76628 3.80743 -2.16819 0.0880
C -3.99327 -0.62890 6.31325 -0.1123
O -4.04280 0.34545 5.28954 -0.1845
C -3.96959 -0.23472 3.99878 -0.2016
C -4.27982 0.82729 2.96373 -0.2399
O -5.62076 1.18571 2.97498 -0.1405
C -5.92088 2.06769 1.91640 -0.0841
H -4.05709 -0.16961 7.29570 0.0855
H -3.08116 -1.21951 6.17272 0.0851
H -4.85330 -1.31084 6.24660 0.0873
H -4.72787 -1.01731 3.89061 0.1310
H -2.96452 -0.63933 3.85612 0.1234
H -3.98747 0.28477 2.03741 0.1148
H -3.55796 1.64671 2.84648 0.1137
H -7.00078 2.15660 1.78416 0.0917
H -5.54718 1.73291 0.94899 0.0679
H -5.61636 3.08629 2.17208 0.0858
C -1.81106 3.98814 2.92059 -0.1042
O -1.94046 3.63353 1.56078 -0.2019
C -2.87869 4.41637 0.85455 -0.1868
C -2.29565 5.76102 0.37832 -0.1742
O -1.42292 5.45639 -0.69043 -0.2243
C -1.00080 6.56875 -1.44881 -0.0957
H -1.49754 5.02468 3.05683 0.0851
H -1.13543 3.28023 3.40072 0.0897
H -2.74657 3.83170 3.47580 0.0876
H -3.79908 4.56152 1.42785 0.1224
H -3.11426 3.88450 -0.06722 0.1097
H -1.77471 6.16282 1.25761 0.1211
H -3.05379 6.45533 0.00576 0.1317
H -0.16525 6.21332 -2.06220 0.0885
H -0.52416 7.35460 -0.85241 0.0987
H -1.80502 6.92308 -2.09745 0.0945
C 3.11463 -7.36973 1.75946 -0.0876
O 2.57888 -6.06682 1.47461 -0.2300
C 1.32684 -6.17846 0.78915 -0.1954
C 1.19567 -4.92857 -0.08566 -0.2085
O 1.73438 -5.19957 -1.35655 -0.1739
C 3.14751 -5.09674 -1.45244 -0.0890
H 2.50167 -7.75236 2.57833 0.0872
H 4.14616 -7.26828 2.08821 0.0853
H 3.10215 -7.97982 0.85692 0.0839
H 0.59450 -6.33622 1.58854 0.1212
H 1.24998 -7.03445 0.11206 0.1236
H 1.75483 -4.13718 0.43006 0.1092
H 0.20138 -4.47987 -0.10939 0.1157
H 3.39165 -5.03814 -2.51019 0.0901
H 3.56557 -6.02521 -1.04945 0.0894
H 3.60114 -4.27284 -0.89919 0.0741
C 1.39362 0.23444 2.50107 -0.0873
O 1.18981 -1.05654 1.93586 -0.2259
C 0.44931 -1.01600 0.70837 -0.1594
C 1.32527 -0.60940 -0.47144 -0.2007
O 2.34725 -1.55838 -0.58216 -0.1881
C 3.38972 -1.22129 -1.47933 -0.0716
H 2.41635 0.34349 2.86524 0.0867
H 0.86775 0.26312 3.47089 0.0891
H 1.03162 1.07485 1.91270 0.0891
H -0.44614 -0.40749 0.84601 0.1247
H 0.10247 -2.02905 0.49328 0.1149
H 1.63522 0.42431 -0.28911 0.1166
H 0.69794 -0.65254 -1.36904 0.1141
H 3.54466 -0.15325 -1.61616 0.0691
H 3.29542 -1.75293 -2.43010 0.0942
H 4.26492 -1.66654 -0.99922 0.0692
O 3.32692 3.14460 2.90463 -0.0506
H 2.68709 3.41105 3.57415 0.0307
H 4.11758 2.91296 3.40479 0.0362
O 4.05560 2.34102 -0.85568 -0.0812
H 4.69404 1.62009 -0.62383 -0.0060
H 3.34153 1.91326 -1.34025 -0.0271
O 1.00636 4.15756 0.07024 -0.0437
H 0.39642 3.81082 0.73721 0.0349
H 0.44209 4.64823 -0.55165 0.0137
O 4.47345 0.54428 -4.37618 -0.0460
H 5.07027 1.07168 -3.83010 0.0621
H 4.08487 1.17476 -4.99390 0.0542
O 4.60549 -2.15452 -5.49651 -0.0745
H 4.39960 -1.32442 -5.03374 -0.0107
H 4.75694 -1.89493 -6.41024 0.0309
O 4.05223 -1.45748 1.69230 -0.0497
H 3.08130 -1.45696 1.54225 0.0291
H 4.28440 -2.39055 1.75664 0.0621
O 5.65318 0.29174 0.04365 -0.0662
H 5.11768 -0.42008 0.44816 0.0109
H 6.19564 0.62969 0.76430 0.0627
C 1.69060 2.80826 -2.98221 -0.1711
O 0.77294 2.21373 -2.08348 -0.1256
H 2.38678 2.04812 -3.33856 0.0569
H 1.28169 3.33483 -3.84911 0.0767
H 2.31174 3.54051 -2.45545 0.0785
H 0.49931 2.94583 -1.50138 0.0434
C 1.61463 -3.85757 4.22242 -0.1362
O 1.95334 -2.47298 4.35203 -0.1320
H 1.95597 -4.38095 5.11638 0.0765
H 0.54882 -3.98253 4.02188 0.0809
H 2.18501 -4.27111 3.38105 0.0609
H 1.25031 -1.97816 3.92755 0.0317
C 6.08671 -3.94208 -2.61009 -0.1299
O 6.15958 -5.38063 -2.69821 -0.1345
H 5.71452 -3.57922 -3.56625 0.0685
H 5.42012 -3.67834 -1.79428 0.0400
H 7.08267 -3.58010 -2.34974 0.0789
H 6.16583 -5.60643 -3.62963 0.0678
C -0.52432 -2.26755 -3.46984 -0.1629
O -1.51431 -2.82989 -4.32117 -0.1172
H 0.23685 -1.83399 -4.12089 0.0817
H -0.94248 -1.43889 -2.88695 0.0646
H -0.03330 -2.98136 -2.80061 0.0727
H -2.31952 -2.90776 -3.80234 0.0687
```

Output
LUMO   0.0136 hartree
Largest force on an atom   2.3 eV Å⁻¹
E_tot   -69174.4529 eV


Here is 20 unconnected molecules or ions with the total composition C24H9BCl76N3O2 in a non-equilibrium geometry from the OMol25 dataset. Energies are from wB97M-V/def2-TZVPD.

Structure (XYZ):
```
115
Properties=species:S:1:pos:R:3:lowdin_charge:R:1
N 9.22270 2.78865 -1.87622 0.0388
C 8.69186 4.12465 -1.50169 -0.2025
C 7.18681 4.05056 -1.38571 -0.2249
C 6.60138 3.71840 -0.14402 0.0648
C 5.23491 3.59638 -0.06022 -0.0820
C 4.52829 3.81664 -1.25635 -0.0783
B 2.93017 3.63924 -1.27817 -0.6778
O 2.10311 4.64383 -1.61868 0.1976
O 2.46802 2.42021 -0.87666 0.1360
N 5.19236 4.15694 -2.34359 0.1118
N 6.51073 4.29452 -2.48669 0.1886
H 8.66516 2.45864 -2.66234 0.0717
H 8.96865 2.14329 -1.12993 0.0722
H 9.11055 4.34269 -0.52072 0.0742
H 8.98706 4.85660 -2.24796 0.1235
H 7.24448 3.56459 0.71389 0.1437
H 4.72432 3.30422 0.83794 0.0667
H 1.22670 4.26374 -1.78539 0.1042
H 3.00790 1.71457 -1.26399 0.0248
H 4.66212 4.34451 -3.18860 0.1921
C 4.78490 -0.96024 -0.45337 -2.0052
Cl 4.97739 -0.23824 1.14477 0.5257
Cl 6.08075 -2.11417 -0.76311 0.5435
Cl 3.22648 -1.76204 -0.55658 0.5665
Cl 4.86433 0.33206 -1.68103 0.5790
C 8.18730 -2.13703 3.62030 -2.0373
Cl 7.53406 -0.89008 4.69190 0.5253
Cl 9.91107 -1.86720 3.37700 0.5230
Cl 7.92035 -3.72562 4.33140 0.5534
Cl 7.36727 -2.04763 2.04972 0.4357
C 11.82933 -2.43239 -0.65612 -2.0593
Cl 12.57632 -3.91494 -0.06431 0.5400
Cl 11.81958 -2.43557 -2.42173 0.5275
Cl 10.16715 -2.33400 -0.05559 0.4695
Cl 12.74015 -1.03575 -0.07239 0.5230
C -0.89634 0.45717 -1.44734 -2.0369
Cl -2.57000 -0.00362 -1.17333 0.5252
Cl -0.22199 -0.51270 -2.76107 0.5302
Cl -0.83719 2.17570 -1.89260 0.5407
Cl 0.04320 0.17829 0.02413 0.5281
C -6.33525 -1.56173 -3.01493 -2.0186
Cl -5.67187 -1.03563 -1.46125 0.5139
Cl -8.06717 -1.84646 -2.85057 0.4668
Cl -6.03901 -0.30875 -4.23158 0.5197
Cl -5.54622 -3.05790 -3.50380 0.5037
C 3.67420 5.69118 3.56070 -1.9910
Cl 4.37458 5.32085 1.95847 0.6031
Cl 4.93254 5.55893 4.78088 0.5294
Cl 3.03488 7.32959 3.53169 0.5224
Cl 2.38188 4.54535 3.89724 0.5366
C -1.72305 5.45990 4.65052 -2.0485
Cl -0.95828 3.94201 5.14590 0.5130
Cl -2.43460 6.23991 6.05676 0.5208
Cl -0.49760 6.53607 3.96212 0.4803
Cl -2.96447 5.12580 3.44215 0.5388
C 7.75308 6.31902 7.44556 -2.0370
Cl 7.59673 4.90830 6.36930 0.4602
Cl 6.16296 6.73096 8.09020 0.5309
Cl 8.84513 5.91717 8.76635 0.5541
Cl 8.39198 7.68637 6.53512 0.5120
C -6.47448 -6.79854 -2.05096 -2.0268
Cl -5.64308 -7.23479 -3.55245 0.5174
Cl -5.28229 -6.59263 -0.76407 0.4995
Cl -7.32442 -5.27093 -2.28409 0.4906
Cl -7.61292 -8.07221 -1.61715 0.5259
C -11.94188 -1.97516 -1.16489 -2.0387
Cl -11.79672 -1.34769 0.47618 0.5132
Cl -10.58711 -3.06916 -1.49023 0.4782
Cl -13.46056 -2.86276 -1.32538 0.5327
Cl -11.91447 -0.63583 -2.31435 0.5259
C -10.10410 -2.34527 -6.48216 -2.0353
Cl -8.60080 -1.56432 -5.98262 0.4604
Cl -9.72531 -3.74489 -7.49858 0.5229
Cl -10.99420 -2.88623 -5.06092 0.5169
Cl -11.09067 -1.20118 -7.39775 0.5343
C 10.33696 7.01671 2.77709 -2.0429
Cl 9.97267 8.72679 3.01150 0.5384
Cl 9.85376 6.53891 1.13418 0.5103
Cl 12.06442 6.74373 2.97839 0.5517
Cl 9.43930 6.06080 3.95697 0.4770
C -12.53922 -3.66687 4.07797 -2.0592
Cl -13.25355 -2.51459 5.20953 0.5253
Cl -10.81259 -3.32515 3.90180 0.5125
Cl -12.75430 -5.30788 4.69220 0.5272
Cl -13.32507 -3.51308 2.50575 0.4959
C -7.76510 -12.07457 -3.34872 -2.0488
Cl -7.45279 -12.12316 -1.61052 0.5047
Cl -7.23907 -10.51716 -3.99148 0.4981
Cl -6.87268 -13.37417 -4.15175 0.5120
Cl -9.49345 -12.28165 -3.64117 0.5329
C 3.20111 8.97859 -0.44370 -2.0415
Cl 3.86920 9.30276 1.15548 0.5121
Cl 1.45099 8.80157 -0.32794 0.5458
Cl 3.59617 10.30024 -1.53859 0.5515
Cl 3.90294 7.47097 -1.07451 0.5066
C -1.38512 -6.22328 -1.09248 -2.0503
Cl 0.12058 -5.38110 -0.69505 0.5083
Cl -1.02564 -7.63554 -2.08482 0.5372
Cl -2.17309 -6.74215 0.40382 0.5113
Cl -2.44718 -5.13087 -1.98603 0.4942
C -7.57943 -16.24145 0.01814 -2.0582
Cl -5.95521 -16.35492 0.70406 0.5221
Cl -7.47439 -15.67883 -1.65123 0.4933
Cl -8.34968 -17.82946 0.06245 0.5274
Cl -8.53800 -15.09479 0.96221 0.5158
C -6.94397 -0.00713 -9.71930 -2.0491
Cl -7.88984 -1.40252 -9.20721 0.4972
Cl -7.88128 0.96062 -10.85955 0.5321
Cl -6.54407 0.97860 -8.30298 0.5070
Cl -5.45260 -0.55198 -10.49413 0.5253
C 0.44217 8.04408 8.97757 -2.0539
Cl 0.13803 6.73299 10.11981 0.5308
Cl -0.69792 9.35867 9.26901 0.5347
Cl 2.09442 8.63862 9.18815 0.5167
Cl 0.23371 7.44351 7.32812 0.4781
```

Output
LUMO   -0.1672 hartree
Largest force on an atom   1.6 eV Å⁻¹
E_tot   -985969.2893 eV
Net charge   +1


> The highest largest force on an atom belongs to which entry?

C24H80O21